The following is a quantum chemistry calculation of a cluster of 4 separate species, C21H57FN9O6P3 in total at a distorted geometry, from the OMol25 dataset.

E = -78980.417 eV
E_LUMO (spin up / spin down) = 2.1911 / 2.1752 eV
net charge = -1
multiplicity = 2
HOMO energy (spin up / spin down) = 0.75 / -5.39 eV
HOMO-LUMO gap (spin up / spin down) = 0.0531 / 0.2779 hartree

Cartesian coordinates (Å):
C (10.666, -16.342, -12.098)
C (9.894, -15.690, -13.205)
O (10.054, -16.600, -14.294)
C (10.924, -17.489, -13.974)
O (11.119, -18.551, -14.641)
O (11.247, -17.501, -12.689)
F (10.464, -14.585, -13.647)
H (9.965, -16.582, -11.300)
H (11.464, -15.708, -11.712)
H (8.840, -15.503, -13.001)
O (7.796, -11.288, -18.700)
P (8.976, -12.208, -18.780)
N (8.748, -13.520, -19.837)
C (7.501, -14.199, -19.909)
C (9.914, -14.301, -20.268)
N (9.496, -13.071, -17.400)
C (10.706, -13.808, -17.297)
C (8.662, -13.056, -16.181)
N (10.410, -11.460, -19.242)
C (10.541, -11.017, -20.619)
C (11.181, -10.685, -18.340)
H (7.484, -15.058, -20.580)
H (6.751, -13.517, -20.310)
H (6.955, -14.390, -18.985)
H (10.860, -14.040, -19.794)
H (10.205, -14.146, -21.306)
H (9.757, -15.375, -20.161)
H (10.418, -14.809, -17.620)
H (11.549, -13.433, -17.876)
H (10.989, -13.710, -16.249)
H (9.032, -13.932, -15.648)
H (8.744, -12.140, -15.596)
H (7.655, -13.070, -16.599)
H (11.492, -10.547, -20.870)
H (10.301, -11.745, -21.393)
H (9.762, -10.293, -20.857)
H (10.890, -10.837, -17.301)
H (10.970, -9.621, -18.451)
H (12.238, -10.820, -18.570)
O (8.730, -18.358, -10.716)
P (8.648, -19.784, -10.229)
N (7.166, -20.123, -9.339)
C (6.067, -19.078, -9.205)
C (6.706, -21.471, -9.111)
N (9.782, -20.325, -9.063)
C (9.796, -19.969, -7.673)
C (11.168, -20.519, -9.470)
N (8.653, -21.008, -11.490)
C (8.957, -22.437, -11.225)
C (8.021, -20.681, -12.888)
H (5.604, -18.801, -10.152)
H (6.404, -18.091, -8.886)
H (5.272, -19.422, -8.544)
H (6.281, -21.712, -10.085)
H (5.954, -21.668, -8.347)
H (7.559, -22.110, -8.880)
H (8.905, -19.446, -7.325)
H (10.204, -20.711, -6.988)
H (10.559, -19.194, -7.594)
H (11.574, -19.507, -9.459)
H (11.733, -21.217, -8.852)
H (11.340, -21.042, -10.411)
H (9.602, -22.652, -10.373)
H (7.948, -22.841, -11.137)
H (9.522, -22.825, -12.073)
H (6.935, -20.629, -12.818)
H (8.083, -21.406, -13.699)
H (8.292, -19.652, -13.126)
O (8.971, -14.304, -10.692)
P (9.155, -13.854, -9.314)
N (9.502, -15.017, -8.060)
C (10.129, -14.800, -6.685)
C (9.004, -16.344, -8.330)
N (7.712, -13.366, -8.585)
C (6.498, -13.988, -9.125)
C (7.586, -13.074, -7.119)
N (10.118, -12.441, -9.093)
C (11.545, -12.495, -8.698)
C (9.739, -11.220, -9.758)
H (10.688, -15.701, -6.432)
H (9.477, -14.599, -5.835)
H (10.825, -13.962, -6.716)
H (8.240, -16.202, -9.095)
H (8.665, -16.820, -7.409)
H (9.741, -16.896, -8.913)
H (6.437, -15.058, -8.928)
H (5.679, -13.419, -8.686)
H (6.449, -13.843, -10.204)
H (6.794, -12.347, -6.942)
H (7.292, -14.023, -6.670)
H (8.585, -12.898, -6.718)
H (11.770, -13.540, -8.485)
H (12.281, -12.108, -9.403)
H (11.665, -11.878, -7.807)
H (9.872, -11.064, -10.829)
H (10.379, -10.428, -9.371)
H (8.738, -10.934, -9.433)